Density functional theory data (ωB97M-V/def2-TZVPD) for one molecule with the formula C20H21N5O5S3 in a non-equilibrium geometry.

The frontier orbital gap comes out at 8.4 eV. The calculation puts the energy relative to the best compared isomer or geometry (same formula, charge and spin) at 1.52 kcal/mol. The HOMO energy is -0.3238 hartree. As for the LUMO energy: -0.448 eV.

```
54
Properties=species:S:1:pos:R:3:forces:R:3
C 3.992555 -1.134602 -4.780849 0.1244 -0.0953 -0.1242
C 4.520131 -2.494557 -5.237305 0.0495 0.2610 0.0538
C 3.724603 -3.602861 -4.657508 0.1341 0.0189 0.8140
N 3.033943 -4.442845 -5.328050 0.4800 0.7055 -1.1040
N 2.385305 -5.346559 -4.599479 -0.9661 -1.2774 0.8203
C 2.574805 -5.207576 -3.331222 0.9624 1.2317 -0.1310
N 1.993679 -5.961608 -2.365418 -0.0468 -0.4830 1.1447
S 2.571215 -5.983965 -0.764668 -0.4468 -0.2469 -0.5796
O 3.999590 -5.994901 -0.778782 -0.0475 0.3922 0.0633
O 1.864028 -7.065337 -0.157506 -0.2970 0.0768 -0.0200
C 1.968274 -4.419704 -0.173681 0.3953 -0.4995 -0.1200
C 2.852344 -3.429013 0.204253 -0.0649 -0.1929 0.0187
C 2.373440 -2.200757 0.620613 0.0026 0.0815 0.0637
C 0.997123 -1.969720 0.656078 0.5953 -0.5187 -0.1669
N 0.412044 -0.777083 1.042244 -0.9774 0.5629 0.1768
C 0.935229 0.401245 1.423679 0.4073 -0.1387 -0.0196
S 2.519644 0.827636 1.574047 0.3593 0.1616 0.0521
N 0.008111 1.389322 1.727636 -0.2819 0.1492 0.0820
C -1.364077 1.331063 1.675865 0.1120 -0.1916 -0.0394
O -1.960876 0.326277 1.317528 -0.1620 0.0349 -0.0315
C -2.056815 2.574634 2.061692 -0.3994 0.4372 0.1577
C -1.504878 3.549384 2.886703 -0.0545 -0.2271 -0.1636
C -2.239058 4.677229 3.197260 -0.0791 0.1810 0.0363
C -3.523319 4.885514 2.700929 -0.0457 -0.0236 -0.0211
O -4.254986 6.000433 2.981999 -0.0245 -0.4346 -0.2524
C -3.698844 7.001417 3.801474 0.0989 0.1946 0.1553
C -4.098174 3.894160 1.873409 0.1966 -0.0874 0.0490
O -5.326753 3.905302 1.302694 0.2805 -0.1768 0.0170
C -6.237250 4.966402 1.496573 -0.4261 0.3234 -0.0141
C -3.351205 2.760006 1.584451 0.0925 0.1223 0.0868
C 0.115505 -2.994241 0.282790 0.1188 -0.0333 -0.0141
C 0.600473 -4.215752 -0.131578 -0.1461 0.1076 0.0727
S 3.629735 -3.876350 -2.906609 -0.1034 -0.0836 -1.1918
H 4.588891 -0.337612 -5.217066 0.0242 0.1236 0.0150
H 2.958903 -1.006838 -5.092742 -0.0966 0.0431 0.0112
H 4.040980 -1.054931 -3.697145 -0.0242 0.1148 0.0941
H 4.466364 -2.579286 -6.323352 0.0458 -0.0929 0.0590
H 5.562009 -2.602472 -4.927043 0.0354 -0.0083 -0.1129
H 1.470462 -6.762856 -2.682412 -0.0672 -0.2096 0.1734
H 3.910763 -3.630355 0.163395 0.1436 0.0576 0.0216
H 3.062263 -1.426403 0.911925 -0.0449 -0.0443 -0.0125
H -0.619444 -0.763284 1.021867 0.3460 0.0400 0.0111
H 0.439337 2.267485 1.987580 -0.0160 -0.2353 -0.1280
H -0.527278 3.435136 3.329902 0.1022 -0.0053 0.0456
H -1.794352 5.413540 3.846609 -0.0047 0.0873 0.0555
H -4.461470 7.776003 3.865642 0.0963 -0.0257 0.0321
H -2.790832 7.424408 3.361340 -0.0267 -0.0325 0.0227
H -3.481202 6.625705 4.805770 0.0061 0.0076 -0.0469
H -6.505042 5.083244 2.548289 0.0118 -0.0072 -0.0956
H -5.846363 5.910842 1.113409 -0.0506 -0.0852 0.0322
H -7.121669 4.682446 0.926846 0.0543 0.0392 0.0498
H -3.797955 2.004952 0.957404 -0.0704 -0.0690 -0.0634
H -0.949035 -2.815317 0.319648 -0.1165 -0.0045 -0.0020
H -0.060869 -5.017003 -0.419130 -0.1882 -0.0253 -0.0331
```
Forces are in eV/Å.

Results of the Löwdin charge analysis, in e, for atoms 1 through 8: C -0.11; C -0.25; C -0.59; N 0.00; N 0.00; C -0.65; N -0.07; S 0.64


Density functional theory data (ωB97M-V/def2-TZVPD) for C20H21NO4 as an isolated structure in a non-equilibrium geometry.

The frontier orbital gap comes out at 8.5 eV. The calculation puts the energy relative to the best compared isomer or geometry (same formula, charge and spin) at 456.23 kcal/mol. The HOMO energy is -0.2957 hartree. As for the LUMO energy: 0.464 eV.

```
46
Properties=species:S:1:pos:R:3:forces:R:3
C 5.672863 1.076767 -1.266392 -1.5346 1.4853 -6.2254
H 5.189729 1.328419 -2.242044 -1.0647 0.4524 0.7229
O 5.523034 -0.152006 -0.959393 -3.9723 -8.0309 3.1954
C 4.167156 -0.579270 -0.523448 2.6761 1.2626 -1.9402
C 3.064468 0.158501 -0.636224 -4.8862 2.8740 2.7927
C 1.751483 -0.161762 0.050127 5.9250 -4.4587 -0.9682
C 1.520987 -1.497876 0.653507 4.7225 8.3861 -6.2816
C 2.662393 -2.233580 0.315110 -2.6764 1.0257 1.3253
C 3.858172 -1.824241 -0.140325 5.0648 -3.9172 0.6794
H 4.779963 -2.583018 -0.082573 -2.2705 1.4637 -0.1383
H 2.515048 -3.069138 0.804366 0.7047 -5.3860 1.5180
O 0.276459 -1.564784 0.900644 -1.6297 -6.8364 2.8807
C 0.154949 -3.163205 1.310442 -3.2944 6.3658 7.5362
H -0.877346 -2.905017 1.811853 1.3176 -1.8239 -1.6306
H 0.229860 -3.705209 0.468489 0.3816 -2.0773 -2.5582
H 0.723503 -3.302858 2.371916 -0.4037 -0.0363 -3.3068
N 0.762465 0.682592 0.047915 -6.2610 9.9211 2.7044
C 0.762252 2.048276 0.644018 6.4820 2.7012 0.9433
O 1.851838 2.648879 1.093305 -5.6746 -3.4650 -1.9605
C -0.533522 2.855914 0.372690 -1.3649 -1.2109 0.7347
C -1.474773 1.716148 -0.375409 5.8253 4.3599 8.1360
C -0.605300 0.675148 -0.470001 6.2179 -8.2308 -5.7216
O -0.709425 -0.258818 -1.264717 -1.6261 0.6428 0.4960
H -2.018014 2.079010 -1.018040 -3.7406 3.5517 -8.8391
C -2.497092 1.440255 0.506136 -1.3289 -6.1532 8.7464
C -3.383062 0.344357 0.074862 -2.8527 2.1387 -1.3697
C -4.604196 0.651853 -0.508587 5.8742 13.4217 4.9823
C -5.482148 0.169955 -1.177030 -7.5860 -11.4250 -4.2952
C -5.364890 -1.390797 -1.092852 2.6426 -0.4822 -1.2629
C -4.109861 -1.915879 -0.550721 -5.3240 6.1035 -1.6424
C -3.230188 -0.935749 -0.031837 2.4374 -6.4882 0.8887
H -2.383076 -1.495884 0.326365 0.9280 0.5950 0.3072
H -3.921275 -2.898798 -0.648879 0.9347 -3.1231 0.0840
H -6.010995 -2.132546 -1.725252 0.8626 1.7081 1.4706
H -6.439648 0.361032 -1.593041 -0.2352 1.4964 -0.2385
H -4.762455 2.103649 -0.427210 0.3626 -3.7917 -0.2338
C -1.835785 0.695901 1.840167 -3.6999 5.0377 6.8373
H -1.285249 1.465184 2.805039 -1.0099 -1.6955 -3.5564
H -1.219127 -0.095948 1.798149 1.8990 -2.8468 -0.5761
H -2.760866 0.463705 2.775360 2.3117 0.1147 -3.4328
H -2.972899 2.095627 1.187565 -1.0038 1.9298 -0.9822
H -1.023018 3.387075 1.380891 1.4966 -1.5593 -2.9697
H -0.397364 3.532511 -0.466075 0.6817 0.6311 0.5411
H 3.086786 1.208995 -0.807198 0.2419 0.7290 -0.8202
H 6.576581 1.165208 -1.672036 4.5932 0.3994 -0.9120
H 5.573407 1.733232 -0.565903 -1.1437 4.2411 4.3401
```
Forces are in eV/Å.

Results of the Löwdin charge analysis, in e, for atoms 1 through 8: C -0.21; H 0.13; O -0.04; C -0.21; C 0.09; C -0.11; C -0.29; C -0.04


Density functional theory data (ωB97M-V/def2-TZVPD) for one molecule with the formula C20H21NO4S.

The frontier orbital gap comes out at 8.5 eV. The calculation puts the energy relative to the best compared isomer or geometry (same formula, charge and spin) at 0.03 kcal/mol. The HOMO energy is -0.3479 hartree. As for the LUMO energy: -0.978 eV.

```
47
Properties=species:S:1:pos:R:3:forces:R:3
C -3.337308 -2.295503 -2.001724 0.2044 0.0006 0.1113
C -2.223231 -1.488814 -1.343831 -0.1500 0.0654 -0.1763
C -2.437627 0.034054 -1.449816 0.2794 -0.2626 -0.1830
N -2.849856 0.668034 -0.211706 -0.1272 -0.0211 0.0010
C -4.263427 0.625229 0.141433 -0.2356 0.2188 0.4631
C -4.527355 0.134636 1.567357 0.0765 -0.0880 -0.1288
C -4.009523 -1.272532 1.831659 -0.1111 0.2267 0.0285
C -2.069026 1.536992 0.466418 0.1356 -0.0212 -0.1154
O -2.492847 2.282876 1.331181 -0.0147 0.2335 0.1068
C -0.603870 1.536455 0.133495 0.4255 -0.0117 0.1267
C 0.027645 2.737597 -0.180218 -0.1313 -0.1398 0.0312
C 1.386099 2.772716 -0.425308 0.1795 -0.2193 -0.0447
C 2.154595 1.607301 -0.351407 -0.4667 0.3800 -0.0797
C 1.513792 0.421352 -0.013041 0.6255 -0.1886 0.0107
C 0.159001 0.376502 0.231314 -0.1801 -0.0260 0.0286
S 2.414239 -1.121584 -0.057803 -0.0710 -0.0997 -0.1704
O 1.936624 -1.999331 0.974389 0.0783 0.2153 0.2311
O 2.362149 -1.603781 -1.413174 0.1390 0.2131 -0.0392
C 4.089885 -0.611934 0.299716 -0.5659 0.2349 -0.0933
C 4.964335 -1.527798 0.848572 -0.0921 -0.2170 0.0723
C 6.285371 -1.170728 1.069888 -0.1302 0.0204 -0.0983
C 6.721815 0.099462 0.723134 -0.0053 -0.0218 0.0101
C 5.842156 1.010617 0.169600 -0.2419 -0.0171 -0.0821
C 4.504584 0.669134 -0.045219 0.6027 0.0072 0.0123
C 3.610759 1.709422 -0.619122 0.1511 0.2702 -0.1723
O 4.068194 2.654502 -1.228707 -0.1151 -0.2020 0.1894
H -3.126785 -3.358847 -1.918576 -0.0624 -0.1211 -0.0380
H -4.296813 -2.102424 -1.527340 -0.1372 -0.0002 0.0142
H -3.418229 -2.046775 -3.057767 -0.0572 0.0033 -0.1118
H -1.273806 -1.748046 -1.815021 0.0588 -0.0156 0.0451
H -2.153826 -1.770227 -0.293670 0.1039 0.0313 0.0289
H -1.516101 0.513404 -1.784757 -0.1906 -0.0428 -0.0546
H -3.203635 0.240256 -2.205489 0.0777 0.0540 0.0182
H -4.677642 1.636451 0.047375 -0.0065 -0.1029 -0.0915
H -4.763815 -0.028350 -0.572971 0.0298 0.0307 -0.0312
H -4.068133 0.831350 2.267900 -0.1362 0.0105 -0.0218
H -5.607715 0.161934 1.724141 -0.0226 0.0560 0.0145
H -4.303578 -1.595739 2.827257 0.0175 -0.0978 0.0751
H -2.923625 -1.298083 1.780091 0.1134 -0.0813 -0.0048
H -4.413694 -1.979707 1.109925 0.0011 -0.1557 -0.0774
H -0.561516 3.640783 -0.231350 -0.0409 0.0835 0.0360
H 1.881947 3.697643 -0.679471 0.0349 0.0428 -0.0167
H -0.279546 -0.570826 0.500251 -0.1937 -0.1156 0.0408
H 4.590173 -2.508023 1.099116 0.0415 -0.1432 0.0866
H 6.971045 -1.881532 1.505008 0.0313 -0.0694 0.0363
H 7.751933 0.378858 0.884624 0.0749 0.0295 0.0274
H 6.166177 2.003044 -0.106338 0.0033 0.0538 -0.0149
```
Forces are in eV/Å.

Results of the Löwdin charge analysis, in e, for atoms 1 through 8: C -0.11; C -0.22; C -0.15; N -0.05; C -0.15; C -0.23; C -0.10; C -0.42